136
Properties=species:S:1:pos:R:3:mulliken_charge:R:1 method="wB97M-V/def2-TZVPD" total_charge=+1 max_force_ev_per_a=1.4 lumo_energy_ev=-2.78 e_tot_ev=-108156.295 spin_multiplicity=1 gap_ev=7.26
C -1.26932 -3.19865 -4.20232 -0.91
C -2.03084 -1.97193 -3.73442 -0.55
O -1.47650 -1.42449 -2.46965 -0.03
S -0.47302 -0.22672 -2.77221 0.34
C -0.76667 1.10760 -1.60144 -0.71
C -0.97889 0.72005 -0.15123 -0.37
C -2.28170 -0.02823 0.15083 0.23
Cl -3.27524 0.91719 1.29446 -0.21
C 1.19707 -0.86104 -2.49529 -0.93
P 1.37100 -1.93295 -1.01889 0.66
O 0.16431 -2.12911 -0.24144 -0.47
O 2.53783 -1.30351 -0.13684 -0.48
O 1.89304 -3.32820 -1.53613 -0.48
H -1.93414 -3.88994 -4.70510 0.51
H -0.55096 -2.88371 -4.95722 0.27
H -0.70798 -3.68495 -3.41134 0.12
H -3.07240 -2.17218 -3.52602 0.34
H -1.97329 -1.18959 -4.48111 0.49
H 0.10831 1.76136 -1.64487 0.54
H -1.58800 1.71081 -1.97578 0.46
H -1.06486 1.66614 0.37938 0.10
H -0.12238 0.23117 0.29203 0.23
H -2.88017 -0.17806 -0.73416 0.19
H -2.04514 -0.97852 0.60684 -0.20
H 1.91663 -0.05099 -2.56425 0.77
H 1.37833 -1.47980 -3.37385 0.39
H 3.21326 -0.95602 -0.74861 0.35
H 1.36186 -4.02129 -1.10340 0.30
C -2.46926 -6.63266 1.03124 0.16
O -3.43140 -6.26145 0.38600 -0.63
N -1.49209 -5.81908 1.47514 0.22
C -0.36115 -6.31058 2.23746 -0.87
C -1.58830 -4.40102 1.17107 -1.14
H -2.31672 -7.68977 1.30792 0.25
H -0.33476 -5.82758 3.21602 0.32
H 0.56904 -6.08981 1.70821 0.28
H -0.43856 -7.38628 2.37753 0.31
H -2.51088 -3.99917 1.59285 0.33
H -1.61580 -4.25914 0.08994 0.28
H -0.73612 -3.86931 1.58484 0.46
C -0.51935 4.49469 0.56328 0.00
O -0.28017 4.33091 -0.63336 -0.70
N 0.26363 5.13395 1.42478 0.24
C -0.09823 5.28287 2.82470 -0.60
C 1.52516 5.70583 0.95604 -1.12
H -1.44250 4.10755 1.02975 0.44
H -0.16459 6.34377 3.06989 0.30
H 0.66919 4.82126 3.44697 0.03
H -1.05756 4.81001 3.03084 0.34
H 1.34631 6.44034 0.16700 0.56
H 2.15150 4.91139 0.54621 0.29
H 2.03865 6.18246 1.78759 0.35
C 2.73616 8.22295 -1.99135 0.07
O 2.15131 7.67696 -1.06665 -0.70
N 2.16530 9.05152 -2.87495 0.18
C 2.92256 9.66990 -3.94606 -0.92
C 0.74573 9.33692 -2.74949 -1.00
H 3.81145 8.07303 -2.16892 0.31
H 2.87502 10.75597 -3.85274 0.34
H 2.50476 9.37616 -4.91150 0.38
H 3.96334 9.35903 -3.89956 0.27
H 0.54286 9.78376 -1.77543 0.28
H 0.17425 8.41113 -2.82561 0.30
H 0.43647 10.02158 -3.53481 0.41
C -2.44641 2.95930 5.79173 0.15
O -2.35440 3.59760 4.75848 -0.62
N -3.25342 1.89856 5.97143 0.14
C -3.31106 1.17498 7.22683 -0.93
C -4.09264 1.46903 4.86427 -0.83
H -1.85200 3.20659 6.68841 0.27
H -3.03055 0.13202 7.06671 0.34
H -4.32468 1.21192 7.62979 0.33
H -2.62859 1.61689 7.94956 0.30
H -3.46252 1.21781 4.01222 0.15
H -4.75590 2.28414 4.57262 0.31
H -4.68282 0.60399 5.15470 0.37
C 2.20898 -4.69399 -6.26082 0.06
O 1.01626 -4.77152 -6.01382 -0.54
N 3.17991 -4.82332 -5.34185 0.19
C 4.58875 -4.70182 -5.67153 -0.93
C 2.78347 -5.09806 -3.97077 -0.64
H 2.58929 -4.50177 -7.27728 0.31
H 5.10771 -5.62975 -5.42691 0.35
H 5.03409 -3.88500 -5.10031 0.32
H 4.71239 -4.49828 -6.73262 0.30
H 2.22473 -6.03529 -3.93670 0.24
H 2.13821 -4.30299 -3.61010 0.02
H 3.66102 -5.17384 -3.33401 0.38
C 5.49871 10.75580 0.13061 0.06
O 5.29667 10.21993 -0.94620 -0.55
N 4.64352 10.73432 1.16634 0.17
C 4.93181 11.38994 2.42629 -0.91
C 3.38778 10.02269 0.99845 -0.89
H 6.42493 11.31612 0.34253 0.26
H 4.93376 10.65510 3.23369 0.31
H 4.17035 12.14424 2.63407 0.32
H 5.90549 11.87356 2.38696 0.31
H 3.59359 8.97917 0.76317 0.29
H 2.83637 10.46064 0.16509 0.26
H 2.79223 10.08465 1.90548 0.37
C 2.99186 5.32885 5.72889 0.11
O 3.07282 5.57935 4.54108 -0.59
N 2.87407 4.09218 6.24716 0.14
C 2.78200 3.85988 7.67562 -0.91
C 2.83872 2.95784 5.34078 -0.89
H 3.00937 6.11990 6.49747 0.31
H 3.61083 3.22939 8.00314 0.34
H 1.84038 3.35908 7.90976 0.32
H 2.82266 4.80334 8.21501 0.30
H 3.75495 2.92835 4.74980 0.31
H 1.99403 3.05627 4.65733 0.19
H 2.74151 2.03581 5.90822 0.38
C -8.13010 -8.97688 1.14176 0.12
O -8.83203 -8.00423 1.33773 -0.59
N -6.86678 -8.93163 0.67684 0.14
C -6.08084 -10.12935 0.46457 -0.84
C -6.27727 -7.63492 0.37961 -0.96
H -8.48382 -10.00495 1.33590 0.26
H -5.17961 -10.09645 1.08100 0.30
H -5.78902 -10.20141 -0.58532 0.30
H -6.65773 -11.01249 0.73115 0.31
H -6.26962 -7.02144 1.28036 0.27
H -6.87744 -7.12659 -0.37645 0.30
H -5.26253 -7.75674 0.01754 0.39
C 0.17332 -9.75762 -3.79673 0.11
O -0.35308 -10.27990 -2.83411 -0.58
N -0.45005 -8.93631 -4.66328 0.14
C 0.23641 -8.33614 -5.79219 -0.87
C -1.85816 -8.64411 -4.45356 -0.98
H 1.23858 -9.91686 -4.04210 0.29
H 0.19296 -7.24804 -5.70710 0.25
H -0.24294 -8.64374 -6.72364 0.37
H 1.27925 -8.64776 -5.81223 0.30
H -1.99882 -8.18108 -3.47575 0.29
H -2.43539 -9.56858 -4.47860 0.31
H -2.21411 -7.97162 -5.22992 0.39

***

13
Properties=species:S:1:pos:R:3:mulliken_charge:R:1 method="wB97M-V/def2-TZVPD" s2=8.761 total_charge=0 max_force_ev_per_a=5.6 e_above_lowest_kj_mol=474.1 lumo_energy_ev="-0.86 / -0.86" e_tot_ev=-39797.117 spin_multiplicity=6 gap_ev="5.78 / 8.44"
O -1.26708 0.77469 0.23059 -0.35
C -0.44719 1.69957 -0.31305 0.93
C -1.14500 -0.61221 -0.11495 -0.15
O -0.67867 2.86890 -0.38845 -0.52
O 0.62616 1.02410 -0.70958 -0.59
C -0.16031 -0.56064 -1.20990 -0.30
H -1.94293 -0.91364 0.58032 0.50
H -0.38980 -1.49754 0.69350 0.10
H -0.48027 -0.39476 -2.24028 0.24
H 0.66114 -1.27727 -1.16929 0.25
O 1.39790 -0.79803 1.50651 -0.83
H 1.73100 -1.16792 2.32595 0.15
Cr 2.09505 0.85477 0.80862 0.57